The following is a quantum chemistry calculation of C33H27N5O4RuSSe as an isolated structure, from the Open Molecules 2025 dataset.

The geometry in XYZ format:
```
72
Properties=species:S:1:pos:R:3:forces:R:3
Ru -0.52777 -0.51460 -0.89326 -1.43 -1.44 -0.74
N -4.23894 -0.62254 0.89425 0.12 0.13 -0.53
C -3.65716 -1.14355 2.02944 0.80 -0.08 0.03
C -4.17530 -1.56114 3.24282 -0.04 -0.13 0.29
C -3.28098 -2.06178 4.17639 -0.44 0.14 -0.21
C -1.91482 -2.13895 3.90990 0.31 0.06 -0.21
C -1.38736 -1.71141 2.70704 -0.03 -0.06 0.10
C -2.26994 -1.20780 1.75700 -0.62 -0.03 0.39
N -2.04639 -0.72909 0.49450 -1.34 0.52 -1.24
C -3.25123 -0.39909 -0.01443 0.95 -0.73 1.97
C -3.33554 0.10146 -1.34365 -1.36 0.75 -1.64
C -4.40742 0.49817 -2.12556 1.21 -0.21 0.19
S -3.85946 0.97657 -3.68930 0.43 -0.32 0.88
C -2.24248 0.62958 -3.20740 -0.67 0.19 -0.24
N -2.12917 0.19475 -1.99022 0.22 -0.09 -0.28
H -5.22328 -0.48160 0.73815 0.05 0.00 0.03
H -5.23175 -1.50681 3.45469 -0.11 -0.01 0.04
H -3.65173 -2.40475 5.12994 -0.05 -0.02 0.06
H -1.25696 -2.54708 4.66130 0.07 -0.02 0.07
H -0.33363 -1.77585 2.49165 0.07 0.00 0.03
H -5.44609 0.52783 -1.87984 -0.34 -0.01 0.12
H -1.41181 0.77563 -3.87278 0.20 -0.02 -0.04
O 0.74739 -0.33615 -2.45154 1.04 -0.28 -1.41
C 1.08182 -1.12557 -3.38213 -0.25 0.84 0.85
C 0.62771 -2.43616 -3.65520 -0.71 -0.68 0.46
C 1.19486 -3.11402 -4.74667 -0.08 -0.68 -0.22
C 0.83105 -4.41046 -5.04851 0.05 1.08 0.58
C -0.10840 -5.10624 -4.27127 -0.24 0.31 0.39
C -0.70572 -4.47433 -3.21713 0.11 -0.10 -0.23
C -0.40002 -3.11955 -2.86890 0.73 0.30 -0.59
O -1.03173 -2.58117 -1.92252 -0.05 1.77 1.68
N 1.43142 -5.06075 -6.17953 0.17 0.00 -0.19
O 2.23700 -4.42497 -6.82757 0.25 0.02 -0.30
O 1.09136 -6.20016 -6.41323 -0.02 -0.34 -0.16
H 1.83606 -0.72556 -4.07406 -0.08 -0.05 0.05
H 1.93394 -2.63270 -5.36730 0.10 0.08 -0.07
H -0.34228 -6.12817 -4.52854 -0.04 -0.03 0.01
H -1.44098 -4.97424 -2.60535 -0.05 -0.05 0.03
C 0.91090 7.73446 2.06663 -0.02 0.12 0.09
C 0.67054 6.36600 1.53503 -0.11 -0.40 -0.11
C 1.43646 5.85475 0.48857 -0.13 -0.03 0.09
C 1.22472 4.58625 -0.01322 -0.05 -0.38 -0.11
C 2.05254 4.04788 -1.13349 0.17 0.05 -0.12
C 0.20703 3.79045 0.55776 -0.20 -0.51 0.08
Se -0.04168 2.01795 -0.12102 0.39 0.60 -0.11
C -0.58286 4.28767 1.61440 -0.07 -0.26 -0.10
C -1.67553 3.48018 2.23995 -0.08 -0.12 0.04
C -0.33193 5.56615 2.07936 0.15 0.05 -0.15
H 1.72322 8.22578 1.54255 0.08 0.10 -0.03
H 1.15368 7.68765 3.12622 0.05 0.05 0.10
H 0.01158 8.33900 1.96863 -0.05 0.11 -0.01
H 2.21558 6.46650 0.05930 0.10 0.05 -0.08
H 2.78956 4.77256 -1.46539 0.05 0.10 0.00
H 1.41218 3.78622 -1.97664 0.12 -0.05 -0.03
H 2.56908 3.14131 -0.81422 0.01 0.03 -0.14
H -1.74814 2.49522 1.77969 -0.07 0.10 0.13
H -2.63006 3.99192 2.12927 -0.09 0.03 0.02
H -1.48772 3.35516 3.30486 -0.02 -0.02 0.09
H -0.93263 5.95514 2.88936 -0.08 0.03 0.10
N 0.88228 -1.23747 0.25110 2.24 -0.95 0.95
C 1.80815 -1.62799 0.83155 -2.35 0.96 -1.41
C 2.86752 -2.09545 1.60698 1.34 -0.58 0.99
C 3.32337 -3.41410 1.45440 -0.23 0.39 -0.06
C 4.34019 -3.87846 2.26128 0.13 -0.02 0.11
C 4.90939 -3.04978 3.21934 -0.14 0.07 -0.13
C 4.47001 -1.74003 3.36275 0.13 -0.07 0.08
C 3.45687 -1.25312 2.56444 -0.27 -0.20 -0.32
H 2.87001 -4.04723 0.70770 -0.04 -0.09 -0.06
H 4.69397 -4.89068 2.14701 0.02 -0.11 -0.02
H 5.69723 -3.42419 3.85333 0.09 -0.03 0.06
H 4.92393 -1.09980 4.10298 0.03 0.07 0.06
H 3.10626 -0.23765 2.66839 -0.03 0.09 0.02
```
Forces are in eV/Å.

- Multiplicity: 2
- Net charge: +1
- E: -129055.792 eV
- Kohn-Sham gap (spin up / spin down): 7.35 / 5.80 eV
- LUMO (spin up / spin down): -3.02 / -4.59 eV
- Maximum force: 0.0565 Eh/bohr
- Relative energy (zero: lowest compared OMol25 entry of this formula, charge and spin): 1.850 eV

The following is a quantum chemistry calculation of C33H28BrCsF15Ge2N3O3S2 as an isolated structure, from the Open Molecules 2025 dataset.

The geometry in XYZ format:
```
88
Properties=species:S:1:pos:R:3:forces:R:3
Cs -0.09387 0.91017 0.15114 -3.64 -0.59 1.63
C 2.94751 1.67923 1.42047 0.08 0.03 -0.14
C 2.83268 2.02680 -0.06113 0.21 -0.24 -0.13
C 4.08705 2.73703 -0.54790 0.04 0.00 -0.01
O 1.67023 2.81937 -0.30069 0.87 0.73 -0.08
C 2.65414 0.69356 -0.87590 0.52 -0.08 -0.31
O 3.50588 -0.18595 -0.74566 -0.13 0.12 0.06
O 1.58795 0.67374 -1.57175 1.74 -0.32 -1.57
H 3.08813 2.57744 2.02802 -0.05 0.00 -0.04
H 3.80088 1.01079 1.54332 -0.04 0.02 0.07
H 2.05453 1.15242 1.76164 0.21 0.06 0.20
H 4.32016 3.58756 0.09807 -0.03 0.02 -0.03
H 3.93249 3.09903 -1.56533 0.02 -0.01 0.01
H 4.92524 2.03782 -0.54290 -0.02 0.05 0.02
H 1.29545 2.34012 -1.07330 0.46 0.68 -0.43
C -4.76901 4.89221 -3.25116 0.02 -0.06 0.05
C -4.33447 4.28319 -1.94357 0.06 0.06 -0.16
C -5.05696 4.42553 -0.77124 -0.02 0.01 0.07
C -4.61117 3.81528 0.39316 -0.06 0.03 0.01
C -3.43853 3.09225 0.30478 0.10 0.03 0.07
Br -2.77997 2.22870 1.88055 -0.31 0.11 0.25
N -2.71389 2.94471 -0.78027 -0.13 0.06 0.02
C -3.15798 3.53285 -1.89927 0.04 -0.20 0.05
H -5.63986 5.53683 -3.11750 0.01 -0.01 0.00
H -5.01630 4.10897 -3.97047 0.01 0.03 0.02
H -3.95998 5.47374 -3.69428 -0.02 -0.01 0.01
H -5.97111 5.01151 -0.75506 0.02 -0.03 -0.03
H -5.14601 3.89214 1.32916 0.01 0.00 -0.03
H -2.57525 3.34226 -2.81311 0.02 0.07 0.01
N -1.35343 -2.47684 -1.54337 -0.02 -0.05 -0.17
C -1.78748 -1.98981 -2.71977 0.04 0.16 0.04
N -0.94385 -1.13845 -3.33227 -0.15 -0.04 0.01
S -3.28383 -2.42511 -3.36701 0.14 0.00 0.06
H -0.46948 -2.20218 -1.15658 0.13 -0.02 0.19
H -1.94943 -3.06449 -0.99271 -0.05 0.01 0.00
H -0.14849 -0.74791 -2.84348 0.07 -0.01 -0.04
H -1.31303 -0.56799 -4.07801 0.03 0.11 -0.05
C -0.23083 4.16502 -6.56445 0.09 0.09 -0.06
Ge -0.89992 2.34570 -6.13142 -0.01 -0.01 0.13
C -2.31535 2.01561 -7.47597 -0.09 -0.04 -0.08
C 0.62063 1.17811 -6.69381 0.07 0.00 -0.14
C -1.54124 2.21812 -4.36571 0.10 0.03 0.03
H 0.07668 4.23605 -7.61488 0.00 -0.01 0.08
H 0.63078 4.41915 -5.93803 -0.07 -0.02 -0.03
H -1.01298 4.90622 -6.37829 0.03 -0.05 0.01
H -1.98024 2.31325 -8.47566 -0.02 -0.03 0.05
H -3.21270 2.58895 -7.22644 0.06 -0.02 0.00
H -2.58937 0.95666 -7.50740 0.02 0.07 0.02
H 1.01945 1.44242 -7.68284 -0.04 -0.03 0.10
H 0.30101 0.13144 -6.71697 0.03 0.05 0.01
H 1.42613 1.26476 -5.95846 -0.03 -0.02 -0.05
H -0.73988 2.22891 -3.60674 -0.16 -0.10 -0.15
H -2.23633 1.38654 -4.20079 0.01 0.05 0.01
F 1.13121 -3.68680 0.26166 0.00 0.03 -0.02
C 1.56918 -4.48044 1.23782 -0.07 0.03 0.07
C 1.39767 -4.13816 2.57035 -0.03 0.15 -0.12
C 1.92367 -5.02202 3.49480 0.03 0.02 -0.03
F 1.86606 -4.75510 4.81254 -0.04 0.08 0.03
C 2.56336 -6.19142 3.13720 -0.01 -0.03 0.10
F 3.06251 -7.01945 4.06548 0.01 -0.02 0.03
C 2.69799 -6.50476 1.80065 0.05 -0.07 0.00
F 3.31180 -7.63325 1.43729 0.04 -0.08 -0.01
C 2.20506 -5.64612 0.84310 -0.04 0.03 -0.06
F 2.34702 -5.95243 -0.44695 0.00 0.00 -0.07
Ge 0.44608 -2.45953 3.11184 0.11 -0.32 0.42
S -0.93957 -1.62379 1.78416 -0.10 -0.55 0.34
C 1.92024 -1.28060 3.79737 -0.13 0.13 -0.12
C 1.56611 -0.02109 4.26275 0.00 -0.05 0.00
F 0.27984 0.34539 4.29914 -0.06 0.00 -0.03
C 2.48192 0.90665 4.71648 -0.12 0.04 0.00
F 2.09243 2.10718 5.15567 -0.03 0.04 0.02
C 3.82229 0.58805 4.70404 0.07 0.05 0.03
F 4.72467 1.46828 5.13724 0.08 0.08 0.03
C 4.22394 -0.64417 4.24186 0.06 -0.13 -0.03
F 5.52524 -0.95397 4.23972 0.04 -0.02 -0.02
C 3.27829 -1.55172 3.79361 -0.04 0.01 0.03
F 3.76235 -2.72732 3.36854 -0.05 -0.06 -0.04
C -0.52949 -3.09522 4.76330 -0.01 -0.01 -0.13
C -0.51247 -2.52324 6.02070 0.06 -0.02 -0.02
F 0.32735 -1.51691 6.31920 -0.01 -0.02 -0.01
C -1.33206 -2.94959 7.05193 0.08 0.10 0.06
F -1.28808 -2.36309 8.25623 0.02 0.02 0.02
C -2.19997 -3.99710 6.84076 -0.07 -0.04 0.08
F -2.99073 -4.42408 7.83018 -0.05 -0.03 0.05
C -2.24232 -4.60853 5.60556 -0.02 -0.05 -0.07
F -3.07799 -5.63514 5.40789 -0.01 -0.02 -0.03
C -1.41735 -4.14842 4.59695 0.04 0.07 0.06
F -1.50101 -4.78554 3.42215 0.04 0.00 -0.09
```
Forces are in eV/Å.

- Multiplicity: 1
- Net charge: -2
- E: -291343.845 eV
- Kohn-Sham gap: 4.42 eV
- LUMO: 3.37 eV
- Maximum force: 0.0784 Eh/bohr
- Relative energy (zero: lowest compared OMol25 entry of this formula, charge and spin): 1.689 eV